Entry 1:
Entry from the OMol25 dataset: C39H33N11NiOS as an isolated structure at a distorted geometry (ωB97M-V/def2-TZVPD).

Results
Multiplicity: 3
Largest force on an atom: 1.61 eV Å⁻¹
⟨S²⟩: 2.01
Molar mass: 762.5 u
Charge: 0
Frontier orbital gap (alpha / beta): 4.79 / 4.86 eV
E_tot: -4090.21142 Ha

Each line ends with the Mulliken spin population.
Cartesian coordinates (Å):
Ni (-0.0063, -0.0003, -0.0103)  1.59
C (-6.4401, 0.5585, -0.7092)  0.00
C (-6.4392, 0.5571, 0.6876)  0.00
C (-5.2737, 0.3752, 1.4076)  0.00
C (-4.0961, 0.2188, 0.6943)  0.00
C (-2.7209, 0.0636, 1.0916)  -0.03
N (-2.3716, 0.0303, 2.3659)  0.01
C (-1.1094, -0.0055, 2.7210)  -0.02
C (-0.7079, 0.0853, 4.1098)  0.00
C (-1.4286, 0.1659, 5.2895)  0.00
C (-0.7182, 0.3262, 6.4671)  0.00
C (0.6728, 0.4180, 6.4655)  0.00
C (1.3999, 0.3366, 5.2904)  0.00
C (0.6962, 0.1610, 4.1086)  0.00
C (1.1004, 0.0957, 2.7218)  -0.01
N (2.3448, 0.2533, 2.3501)  0.00
C (2.6885, 0.2779, 1.0766)  0.01
N (1.9127, 0.0065, -0.0174)  0.09
C (2.6840, 0.1750, -1.1260)  0.01
N (2.3371, 0.0399, -2.3925)  0.00
C (1.0826, -0.0766, -2.7493)  0.00
N (-0.0139, 0.0206, -1.9510)  0.08
C (-1.1206, -0.0524, -2.7495)  -0.01
N (-2.3737, 0.0269, -2.3835)  0.01
C (-2.7252, 0.0839, -1.1153)  -0.03
N (-1.9242, 0.0091, -0.0085)  0.11
C (-4.0978, 0.2274, -0.7130)  0.00
C (-5.2744, 0.3825, -1.4298)  0.00
C (-0.7235, -0.1843, -4.1346)  0.00
C (-1.4392, -0.2550, -5.3189)  0.00
C (-0.7212, -0.3334, -6.4994)  0.00
C (0.6715, -0.3529, -6.5005)  0.00
C (1.3926, -0.2984, -5.3197)  0.00
C (0.6807, -0.2058, -4.1358)  0.00
C (4.0136, 0.5757, -0.7468)  0.00
C (5.1296, 0.9321, -1.4870)  0.00
C (6.2314, 1.3981, -0.7945)  0.00
C (6.2248, 1.4955, 0.5990)  0.00
C (5.1242, 1.1184, 1.3443)  0.00
C (4.0097, 0.6585, 0.6585)  0.00
N (-0.0064, -0.0327, 1.9214)  0.11
H (-7.3723, 0.7091, -1.2331)  0.00
H (-7.3716, 0.7058, 1.2125)  0.00
H (-5.2641, 0.3630, 2.4855)  0.00
H (-2.5064, 0.1168, 5.2783)  0.00
H (-1.2494, 0.3934, 7.4056)  0.00
H (1.1898, 0.5646, 7.4029)  0.00
H (2.4757, 0.4210, 5.2843)  0.00
H (-5.2603, 0.3711, -2.5087)  0.00
H (-2.5171, -0.2481, -5.3066)  0.00
H (-1.2478, -0.3775, -7.4410)  0.00
H (1.1959, -0.4124, -7.4423)  0.00
H (2.4703, -0.3233, -5.3086)  0.00
H (5.1160, 0.8594, -2.5636)  0.00
H (7.1113, 1.7082, -1.3390)  0.00
H (7.0984, 1.8876, 1.1001)  0.00
H (5.1129, 1.1950, 2.4196)  0.00
C (1.8925, 4.0730, 0.1614)  0.00
N (0.4789, 4.3856, 0.0409)  0.00
C (0.0529, 5.7656, 0.0020)  0.00
C (-0.3522, 3.3265, 0.0100)  0.01
C (-1.8360, 3.5327, -0.1432)  0.00
O (0.1236, 2.1972, 0.0968)  0.03
H (2.4810, 4.9841, 0.2171)  0.00
H (2.2262, 3.4814, -0.6944)  0.00
H (2.0723, 3.4707, 1.0547)  0.00
H (0.9257, 6.4101, 0.0792)  0.00
H (-0.6149, 5.9896, 0.8358)  0.00
H (-0.4611, 5.9938, -0.9336)  0.00
H (-2.1485, 4.5672, -0.2026)  0.00
H (-2.3374, 3.0523, 0.6957)  0.00
H (-2.1492, 3.0095, -1.0457)  0.00
C (-1.0818, -4.9729, -2.0838)  0.00
N (-0.3936, -5.2120, -0.8373)  0.00
C (-0.0490, -4.1857, -0.0411)  0.01
S (-0.3908, -2.6242, -0.5404)  0.03
N (0.5693, -4.4286, 1.1272)  0.00
C (0.9177, -5.7266, 1.6506)  0.00
H (-1.2553, -5.9141, -2.5983)  0.00
H (-0.4755, -4.3154, -2.7071)  0.00
H (-2.0322, -4.4623, -1.9144)  0.00
H (-0.3828, -6.1540, -0.4813)  0.00
H (0.8148, -3.6155, 1.6677)  0.00
H (1.5374, -6.2860, 0.9453)  0.00
H (0.0259, -6.3177, 1.8794)  0.00
H (1.4810, -5.5814, 2.5670)  0.00

Force components x, y, z for each atom (eV/Å):
-0.039 0.044 0.052
-0.067 0.016 -0.116
-0.072 0.005 0.108
0.070 -0.003 0.001
-0.525 0.024 -0.823
0.179 0.004 0.042
-0.152 0.020 -0.395
0.610 -0.066 0.007
0.676 0.039 0.270
0.007 0.003 0.030
-0.208 -0.011 -0.025
0.202 -0.007 0.014
-0.011 -0.010 -0.026
-0.711 -0.018 0.373
-0.872 -0.079 -0.228
0.290 0.078 -0.278
-0.404 -0.214 -0.236
1.572 0.303 0.132
-0.280 -0.247 0.174
0.231 0.059 0.133
-0.361 0.164 0.100
-0.225 -0.225 -1.460
0.653 0.121 0.249
-0.300 0.029 0.086
0.404 -0.094 0.395
-1.533 0.133 -0.247
-0.520 0.008 0.762
0.106 0.013 0.030
0.679 -0.051 -0.351
0.020 -0.009 0.092
-0.207 0.002 -0.008
0.218 -0.029 0.030
-0.012 0.004 0.039
-0.680 -0.042 -0.275
0.451 0.147 0.750
-0.054 -0.014 0.024
0.046 0.011 -0.120
0.105 0.037 0.091
-0.101 -0.038 0.001
0.606 0.086 -0.851
0.186 0.039 1.576
-0.099 -0.020 -0.044
-0.082 -0.012 0.041
-0.028 0.019 0.150
-0.113 -0.012 0.009
-0.038 0.009 0.069
0.047 -0.009 0.069
0.111 -0.005 -0.002
-0.035 0.035 -0.111
-0.150 0.027 -0.028
-0.055 -0.017 -0.091
0.055 -0.018 -0.096
0.148 0.024 -0.027
0.023 0.024 -0.108
0.087 0.004 -0.037
0.076 -0.013 0.040
0.012 0.019 0.149
0.293 -0.313 0.040
0.205 -0.156 0.039
-0.335 0.164 -0.030
-0.150 0.201 -0.043
0.078 -0.117 0.016
0.133 -0.186 -0.005
-0.092 0.059 -0.010
0.027 0.027 0.032
0.043 0.037 -0.025
-0.066 -0.054 -0.005
0.016 0.116 -0.028
0.018 0.095 0.023
-0.013 0.111 -0.008
-0.017 -0.044 0.048
-0.036 -0.037 -0.054
-0.183 0.179 -0.329
0.089 -0.400 0.399
0.048 0.412 0.006
-0.042 0.113 -0.103
0.078 -0.072 0.136
-0.118 -0.132 -0.181
0.067 -0.110 0.076
-0.055 -0.102 -0.067
0.003 -0.075 -0.033
0.109 0.071 0.046
-0.115 0.042 -0.161
0.045 -0.009 0.027
0.032 -0.034 0.061
0.009 -0.072 0.023

---

Entry 2:
Entry from the OMol25 dataset: the molecule C6H10O (ωB97M-V/def2-TZVPD).

Results
SMILES: C[C@H]1CC=CCO1
Largest force on an atom: 0.27 eV Å⁻¹
Molar mass: 98.1 u
Charge: 0
Energy relative to the best compared isomer or geometry (same formula, charge and spin): 12.6 kcal per mole
Frontier orbital gap: 10.58 eV
E_tot: -309.82223 Ha

Each line ends with the natural charge from an NBO analysis.
Cartesian coordinates (Å):
C (-1.9640, 0.1753, -0.4949)  -0.62
C (-0.8509, 0.3022, 0.5332)  0.11
C (-0.0625, -1.0187, 0.6754)  -0.48
C (0.9965, -1.1468, -0.3845)  -0.18
C (1.7183, -0.0609, -0.6507)  -0.22
C (1.3627, 1.1848, 0.1116)  -0.11
O (-0.0367, 1.4012, 0.1394)  -0.53
H (-2.7292, -0.5326, -0.1581)  0.20
H (-1.5540, -0.1692, -1.4492)  0.21
H (-2.4353, 1.1482, -0.6545)  0.22
H (-1.2934, 0.5512, 1.5102)  0.17
H (-0.7646, -1.8571, 0.6541)  0.22
H (0.4086, -1.0449, 1.6690)  0.22
H (1.1493, -2.0906, -0.9030)  0.21
H (2.5077, -0.0378, -1.3954)  0.21
H (1.7569, 1.1128, 1.1385)  0.17
H (1.7905, 2.0829, -0.3411)  0.20

Force components x, y, z for each atom (eV/Å):
-0.052 0.009 -0.038
-0.169 -0.202 0.058
-0.009 -0.042 0.146
0.098 0.170 -0.079
-0.141 -0.160 0.020
0.237 0.047 -0.003
-0.053 0.071 -0.032
0.108 0.082 -0.031
-0.048 0.039 0.079
0.040 -0.098 0.010
0.087 -0.056 -0.115
0.050 0.112 -0.020
0.006 0.023 -0.160
-0.024 0.154 0.080
-0.069 -0.041 0.079
-0.019 0.036 -0.037
-0.042 -0.143 0.045